No. 1
Formula: C3H8N2O2
Source: the OMol25 dataset
Level of theory: the ωB97M-V functional and the def2-TZVPD basis

Last column: Löwdin charge in e.
Positions of all 15 atoms, in Å:
1 C -1.5188 -2.2747 0.4066  -0.30
2 N -1.9345 -3.1327 -0.5968  0.05
3 C 2.5122 2.8980 -0.6069  -0.35
4 O 3.4653 3.0998 0.4763  0.00
5 O 2.7738 3.1630 -1.7225  0.13
6 C -1.1439 -0.7537 0.0316  -0.32
7 N -0.8097 0.2984 0.8846  0.03
8 H -2.5934 -2.4007 0.7240  0.13
9 H -0.9137 -2.7987 1.1502  0.12
10 H -1.1816 -3.7176 -0.9736  0.04
11 H 1.7338 2.2675 -0.1571  0.14
12 H -1.6700 -0.4815 -0.8808  0.12
13 H -0.0642 -0.8099 -0.2232  0.11
14 H -1.6940 0.6901 1.2580  0.03
15 H 3.0387 3.9526 0.2296  0.07

Calculated values
electronic energy = -378.77440 hartree
orbital gap = 5.85 eV
relative energy (zero: lowest compared OMol25 entry of this formula, charge and spin) = 230.0 kcal per mole

***

No. 2
Formula: CH3N3S
Source: the OMol25 dataset
Level of theory: the ωB97M-V functional and the def2-TZVPD basis

Last column: Löwdin charge in e.
Positions of all 8 atoms, in Å:
1 C -0.6467 0.3407 -0.9970  -0.63
2 N -0.4455 -0.1825 1.3504  0.19
3 N 0.5224 -0.5782 1.7133  -0.28
4 N 1.6725 -0.8236 1.9190  0.12
5 S 0.4693 -0.1896 -2.0494  0.59
6 H -1.5183 -0.1640 -0.7537  -0.03
7 H -0.5149 1.2533 -0.4978  -0.02
8 H 1.9890 -1.4060 2.6579  0.07

Calculated values
electronic energy = -602.23681 hartree
orbital gap = 8.43 eV
relative energy (zero: lowest compared OMol25 entry of this formula, charge and spin) = 36.5 kcal per mole

***

No. 3
Formula: C5H8N2
Source: the OMol25 dataset
Level of theory: the ωB97M-V functional and the def2-TZVPD basis

Last column: Löwdin charge in e.
Positions of all 15 atoms, in Å:
1 C 0.4454 0.7876 0.1647  -0.16
2 C 0.0270 -0.4538 -0.0774  -0.20
3 C 1.9300 0.3740 0.0056  -0.15
4 C -0.9404 1.3681 -0.0758  -0.09
5 C 1.3943 -1.0540 -0.1506  -0.16
6 N -1.3342 -0.0490 -0.4110  -0.15
7 N -2.5382 -0.6379 0.1243  0.02
8 H 2.3588 0.7972 -1.0004  0.13
9 H 2.7533 0.5188 0.8557  0.13
10 H -1.4377 1.9264 0.8681  0.15
11 H -1.0083 1.8993 -1.0483  0.11
12 H 1.6715 -1.7820 0.7004  0.12
13 H 1.8182 -1.5453 -1.1221  0.13
14 H -2.7386 -0.5014 1.0944  0.05
15 H -2.4011 -1.6481 0.0724  0.07

Calculated values
electronic energy = -304.60611 hartree
orbital gap = 8.98 eV
SMILES = NN1CC2=C1CC2
relative energy (zero: lowest compared OMol25 entry of this formula, charge and spin) = 143.9 kcal per mole

***

No. 4
Formula: C4H7NO2
Source: the OMol25 dataset
Level of theory: the ωB97M-V functional and the def2-TZVPD basis

Last column: Löwdin charge in e.
Positions of all 14 atoms, in Å:
1 N 0.5424 1.0840 0.4455  0.08
2 C 0.5152 -0.2970 1.5317  -0.49
3 O 0.3162 0.0963 2.6513  0.04
4 C 0.5686 -1.3938 0.7453  -0.01
5 C -1.1844 -0.3570 -0.6888  -0.32
6 C -0.2198 0.8085 -0.8167  -0.13
7 O -1.3957 -1.0172 -1.6857  0.02
8 H 0.1535 1.7841 1.0752  0.14
9 H 1.4914 1.3634 0.2343  0.14
10 H 0.3094 -2.3325 1.2021  0.07
11 H 1.0131 -1.4128 -0.2349  0.06
12 H -1.8464 -0.3753 0.1951  0.13
13 H 0.4762 0.5794 -1.6252  0.13
14 H -0.8109 1.6632 -1.1504  0.13

Calculated values
electronic energy = -361.77099 hartree
orbital gap = 8.52 eV
SMILES = C=C([O-])[NH2+]CC=O
relative energy (zero: lowest compared OMol25 entry of this formula, charge and spin) = 68.9 kcal per mole

***

Look up the relative energy (zero: lowest compared OMol25 entry of this formula, charge and spin) of the second one.
36.5 kcal per mole